No. 1
{
  "formula": "C19H28CuN4O4",
  "method": "wB97M-V/def2-TZVPD",
  "largest_force_ev_per_a": 0.95,
  "total_charge": 2,
  "s_squared": 0.754,
  "homo_lumo_gap_ev": [9.30, 6.21],
  "lumo_ha": [-0.17051, -0.28346],
  "spin_multiplicity": 2,
  "e_homo_ev": [-13.9, -13.9],
  "species": ["Cu", "C", "N", "C", "C", "O", "C", "O", "C", "C", "O", "N", "C", "C", "H", "H", "H", "H", "H", "H", "H", "H", "H", "H", "H", "H", "H", "H", "H", "H", "C", "N", "N", "C", "O", "C", "C", "C", "C", "C", "C", "C", "C", "C", "H", "H", "H", "H", "H", "H", "H", "H", "H", "H", "H", "H"],
  "coordinates": [[-0.06012, 0.37553, 0.23598], [-3.99597, -2.10720, 0.17051], [-3.29282, -1.77083, 1.41053], [-3.97083, -2.15888, 2.64446], [-2.12983, -1.16075, 1.37470], [-1.59311, -0.82194, 0.28664], [-1.42022, -0.85307, 2.69065], [-0.10783, -0.37186, 2.46042], [0.95740, -1.29454, 2.63595], [1.76380, -1.45394, 1.35453], [1.47416, -0.78128, 0.33078], [2.78025, -2.28720, 1.37117], [3.65265, -2.43548, 0.20384], [3.17500, -3.02686, 2.56968], [-4.40246, -3.11303, 0.25582], [-3.31040, -2.06303, -0.66773], [-4.81544, -1.40812, 0.00170], [-3.78460, -3.20951, 2.87338], [-5.04132, -2.02823, 2.50413], [-3.66596, -1.54639, 3.48864], [-1.40568, -1.73766, 3.32836], [-1.96104, -0.05987, 3.21044], [0.58421, -2.26743, 2.96041], [1.61067, -0.89998, 3.41764], [3.25250, -1.87483, -0.63219], [3.72165, -3.48809, -0.06465], [4.64969, -2.06639, 0.44414], [2.32214, -3.50873, 3.04489], [3.66946, -2.37758, 3.29430], [3.87675, -3.80205, 2.27927], [-0.28598, 5.80283, -3.28480], [-0.48964, 4.45321, -2.78515], [-0.23133, 4.09429, -1.49469], [-0.28375, 2.72815, -1.40366], [-0.12575, 2.14083, -0.26869], [-0.58938, 2.24878, -2.68642], [-0.70337, 3.34441, -3.51608], [-1.01638, 3.40748, -4.96563], [-0.06709, 5.01585, -0.41877], [-0.97892, 6.05338, -0.24938], [-0.82111, 6.93036, 0.80977], [0.22764, 6.76485, 1.70294], [1.11914, 5.71407, 1.53924], [0.98182, 4.83784, 0.47594], [0.39642, 6.33433, -2.62799], [-1.22075, 6.35940, -3.34240], [0.15395, 5.74750, -4.27723], [-0.70006, 1.21325, -2.96051], [-1.37016, 2.43841, -5.30635], [-0.13315, 3.66836, -5.55221], [-1.78503, 4.15331, -5.16688], [-1.81968, 6.15228, -0.92329], [-1.52761, 7.73855, 0.94114], [0.35027, 7.45867, 2.52320], [1.93534, 5.58820, 2.23763], [1.68484, 4.03173, 0.32637]],
  "lowdin_spin": [0.74, 0.00, 0.00, 0.00, 0.00, 0.05, 0.00, 0.00, 0.00, 0.00, 0.05, 0.00, 0.00, 0.00, 0.00, 0.00, 0.00, 0.00, 0.00, 0.00, 0.00, 0.00, 0.00, 0.00, 0.00, 0.00, 0.00, 0.00, 0.00, 0.00, 0.00, 0.02, 0.02, 0.00, 0.09, 0.02, 0.00, 0.00, 0.00, 0.00, 0.00, 0.00, 0.00, 0.00, 0.00, 0.00, 0.00, 0.00, 0.00, 0.00, 0.00, 0.00, 0.00, 0.00, 0.00, 0.00]
}

---

No. 2
{
  "formula": "C19H28F5O3TeW",
  "method": "wB97M-V/def2-TZVPD",
  "de_lowest_kj_mol": 0.0,
  "largest_force_ev_per_a": 2.34,
  "total_charge": 1,
  "s_squared": 2.017,
  "homo_lumo_gap_ev": [7.22, 7.05],
  "lumo_ha": [-0.16689, -0.17746],
  "spin_multiplicity": 3,
  "e_homo_ev": [-11.8, -11.9],
  "species": ["O", "C", "C", "H", "H", "C", "H", "H", "C", "H", "H", "H", "C", "H", "H", "H", "W", "C", "C", "C", "H", "C", "C", "H", "H", "H", "H", "C", "C", "C", "H", "C", "C", "H", "H", "H", "H", "O", "C", "C", "H", "H", "C", "H", "H", "C", "H", "H", "H", "H", "F", "Te", "F", "F", "F", "F", "O"],
  "coordinates": [[2.44311, -0.41929, -3.60628], [3.87122, -0.59088, -3.31615], [4.32627, -0.31841, -4.75377], [4.03103, -1.60054, -2.93043], [4.23205, 0.15127, -2.59273], [2.79820, -0.10895, -4.99771], [4.83374, -1.14643, -5.26031], [4.91485, 0.60217, -4.86578], [2.05989, -1.05896, -5.92785], [2.27907, -2.09863, -5.66548], [2.36600, -0.90078, -6.96993], [0.97739, -0.82843, -5.85442], [2.45199, 1.32517, -5.36347], [2.93830, 2.02578, -4.67431], [1.35575, 1.45401, -5.36256], [2.81232, 1.53433, -6.38059], [-1.94014, 0.20065, 2.37493], [-2.29533, 2.27523, 3.35426], [-1.26200, 1.71839, 4.19284], [-0.07074, 1.58577, 3.40852], [-1.32927, 1.58532, 5.26900], [-0.35975, 2.02511, 2.07493], [-1.73527, 2.44723, 2.02904], [-2.22219, 2.93393, 1.18402], [-3.26405, 2.63217, 3.69729], [0.90348, 1.28270, 3.77540], [0.36238, 2.13064, 1.26441], [-4.17395, -0.47415, 2.25680], [-3.93145, 0.58451, 1.30475], [-3.05759, 0.06661, 0.28762], [-4.37356, 1.57516, 1.32345], [-2.80715, -1.31791, 0.58207], [-3.45323, -1.64494, 1.80397], [-3.47716, -2.61684, 2.27190], [-4.85678, -0.41498, 3.10101], [-2.74132, 0.58879, -0.61186], [-2.26966, -2.01123, -0.05788], [0.06270, -0.68940, 0.08510], [0.27650, 0.27212, -0.97569], [1.77182, 0.51371, -1.11556], [-0.20334, 1.23133, -0.71543], [-0.17390, -0.10400, -1.90807], [2.37549, -0.75168, -0.48233], [2.01982, 1.42087, -0.51966], [2.10116, 0.67177, -2.15702], [1.36562, -1.09343, 0.61674], [3.42640, -0.63043, -0.20286], [2.31316, -1.60412, -1.18053], [1.57080, -0.49850, 1.53282], [1.33060, -2.18126, 0.85673], [-3.83584, -2.59336, 4.78813], [-2.63806, -1.40083, 5.64993], [-3.80760, 0.06361, 5.26647], [-3.60975, -1.61579, 7.26394], [-1.51928, -0.20965, 6.60077], [-1.50846, -2.84969, 6.15270], [-1.65426, -1.12488, 4.07911]],
  "lowdin_spin": [0.00, 0.00, 0.00, 0.00, 0.00, 0.00, 0.00, 0.00, 0.00, 0.00, 0.00, 0.00, 0.00, 0.00, 0.00, 0.00, 1.63, 0.00, 0.02, 0.03, 0.00, 0.03, 0.01, 0.00, 0.00, 0.00, 0.00, 0.03, -0.01, 0.01, 0.00, 0.06, 0.01, 0.00, 0.00, 0.00, 0.00, 0.06, 0.00, 0.00, 0.00, 0.00, 0.00, 0.00, 0.00, 0.01, 0.00, 0.00, 0.00, 0.00, 0.00, 0.01, 0.01, 0.00, 0.00, 0.00, 0.07]
}

---

No. 3
{
  "formula": "C19H28FeN4S2",
  "method": "wB97M-V/def2-TZVPD",
  "largest_force_ev_per_a": 2.41,
  "total_charge": 3,
  "s_squared": 8.895,
  "homo_lumo_gap_ev": [4.98, 3.57],
  "lumo_ha": [-0.43016, -0.48875],
  "spin_multiplicity": 6,
  "e_homo_ev": [-16.7, -16.9],
  "species": ["Fe", "S", "S", "C", "C", "C", "N", "C", "C", "H", "H", "H", "H", "H", "H", "H", "H", "C", "H", "H", "H", "H", "H", "H", "H", "C", "C", "H", "H", "H", "H", "C", "C", "C", "C", "C", "C", "N", "N", "C", "C", "C", "C", "C", "N", "H", "H", "H", "H", "H", "H", "H", "H", "H"],
  "coordinates": [[0.39607, 0.19225, 0.11247], [1.72719, -0.51092, -1.81566], [0.36285, 0.78816, 2.35874], [3.44294, -0.76151, -1.30937], [1.78703, 1.20439, -2.45667], [2.02723, 2.24727, -1.37530], [0.96521, 2.19395, -0.32755], [1.33253, 2.96248, 0.90329], [0.40163, 2.57601, 2.03948], [0.85156, 1.39828, -2.99423], [2.60582, 1.19907, -3.18113], [2.04830, 3.25897, -1.81319], [2.98816, 2.05461, -0.88287], [1.28514, 4.04545, 0.69512], [2.36565, 2.69671, 1.15938], [-0.63274, 2.86194, 1.81942], [0.69646, 3.03418, 2.98492], [2.03981, 0.48972, 3.04245], [0.13211, 2.65312, -0.72461], [2.83819, 0.74376, 2.33495], [2.09655, -0.57563, 3.29026], [2.12950, 1.08489, 3.95872], [3.47984, -1.78026, -0.91602], [3.76906, -0.07538, -0.52575], [4.10287, -0.69741, -2.17738], [-4.18574, 2.95180, -2.27090], [-4.65252, 1.72202, -2.05372], [-3.73719, 3.24767, -3.23535], [-4.27628, 3.74439, -1.50618], [-4.62181, 0.94069, -2.83218], [-5.13183, 1.44557, -1.09846], [-0.00087, -3.75552, 4.22619], [0.99645, -4.05352, 3.29549], [1.09045, -3.34440, 2.09166], [0.13083, -2.34578, 1.81531], [-0.82329, -2.01350, 2.78533], [-0.90077, -2.72544, 3.97414], [0.02200, -1.63249, 0.58936], [-0.49648, -2.38470, -0.39509], [-1.15268, -1.61472, -1.32902], [-1.81777, -2.28195, -2.37147], [-2.37526, -1.53425, -3.39838], [-2.20302, -0.14270, -3.35475], [-1.52522, 0.46666, -2.30881], [-1.02829, -0.24731, -1.25216], [-0.08698, -4.32559, 5.14741], [1.69415, -4.85860, 3.50846], [1.88848, -3.55373, 1.37388], [-1.52541, -1.21396, 2.55187], [-1.69045, -2.46349, 4.66926], [-1.83191, -3.36312, -2.25967], [-2.95925, -2.01450, -4.18359], [-2.65434, 0.51279, -4.10686], [-1.38398, 1.55355, -2.27123]],
  "lowdin_spin": [2.94, 0.11, -0.03, 0.02, 0.01, 0.00, -0.02, 0.00, 0.00, 0.00, 0.00, 0.00, 0.00, 0.00, 0.00, 0.00, 0.00, 0.01, 0.00, 0.00, 0.00, 0.00, 0.00, 0.00, 0.00, 0.00, 0.00, 0.00, 0.00, 0.00, 0.00, 0.29, 0.08, 0.06, 0.27, 0.09, 0.06, 0.24, 0.42, 0.00, 0.12, 0.02, 0.10, 0.07, 0.11, 0.01, 0.00, 0.00, 0.00, 0.00, 0.00, 0.00, 0.00, 0.00]
}

---

No. 4
{
  "formula": "C19H28GaNO4",
  "method": "wB97M-V/def2-TZVPD",
  "de_lowest_kj_mol": 0.0,
  "largest_force_ev_per_a": 2.00,
  "homo_lumo_gap_ev": 8.22,
  "lumo_ha": 0.01606,
  "e_homo_ev": -7.8,
  "species": ["O", "C", "C", "H", "H", "C", "H", "H", "C", "H", "H", "H", "C", "H", "H", "H", "Ga", "C", "C", "C", "H", "C", "C", "H", "H", "H", "H", "C", "C", "C", "H", "C", "C", "H", "H", "H", "H", "O", "C", "C", "H", "H", "C", "H", "H", "C", "H", "H", "H", "H", "O", "N", "O"],
  "coordinates": [[0.46048, 0.32641, -7.72828], [0.33759, 1.63412, -8.37783], [0.12110, 1.03650, -9.78109], [1.25922, 2.21929, -8.27840], [-0.52136, 2.19382, -7.99275], [0.30572, -0.31740, -9.03268], [0.89883, 1.26238, -10.50810], [-0.87095, 1.18434, -10.20323], [1.56299, -1.04197, -9.47248], [2.41979, -0.36143, -9.46073], [1.43124, -1.43789, -10.49035], [1.77064, -1.89127, -8.81218], [-0.90931, -1.22104, -9.10256], [-1.81544, -0.68444, -8.80309], [-0.77396, -2.10012, -8.45904], [-1.03493, -1.58602, -10.13189], [0.34987, 0.43211, -0.32905], [-2.22973, -0.56009, 1.33380], [-1.56877, 0.67448, 1.41858], [-1.51970, 1.25427, 0.06391], [-1.20474, 1.20293, 2.30279], [-2.26151, 0.31770, -0.79783], [-2.63997, -0.78398, -0.01428], [-3.20855, -1.64022, -0.36366], [-2.44512, -1.21989, 2.17239], [-1.40414, 2.32686, -0.14436], [-2.53832, 0.54483, -1.82664], [1.18226, -1.71486, 1.67029], [0.44412, -2.53769, 0.77418], [0.77728, -2.20394, -0.55071], [-0.22215, -3.34456, 1.07318], [1.74037, -1.10055, -0.51087], [1.98542, -0.82624, 0.92035], [2.78110, -0.17123, 1.28122], [1.17795, -1.78476, 2.75664], [0.49216, -2.72293, -1.46378], [2.43949, -0.83739, -1.30800], [0.37841, 0.82623, -2.42685], [0.00069, -0.15443, -3.44322], [-0.29121, 0.64866, -4.69205], [-0.85004, -0.73855, -3.06799], [0.86124, -0.82341, -3.57758], [0.55585, 1.91505, -4.52535], [-1.35270, 0.93850, -4.72953], [-0.04086, 0.10025, -5.60259], [0.55780, 2.15232, -3.02838], [0.13808, 2.76840, -5.06369], [1.56631, 1.70184, -4.89790], [-0.29480, 2.76913, -2.71112], [1.47714, 2.58244, -2.61361], [1.70550, 3.17855, 1.96346], [1.03386, 2.32347, 1.43424], [1.39150, 2.02369, 0.15465]],
  "nbo_charge": [-0.56, -0.06, -0.46, 0.18, 0.18, 0.27, 0.21, 0.21, -0.63, 0.21, 0.21, 0.22, -0.63, 0.21, 0.22, 0.22, 1.74, -0.27, -0.27, -0.65, 0.25, -0.29, -0.27, 0.22, 0.22, 0.27, 0.22, -0.26, -0.27, -0.27, 0.22, -0.63, -0.32, 0.25, 0.23, 0.23, 0.27, -0.62, -0.06, -0.44, 0.21, 0.19, -0.43, 0.20, 0.27, -0.06, 0.23, 0.21, 0.19, 0.22, -0.34, 0.35, -0.73]
}

---

The E_tot results, record by record, are as follows: -78933.7838 -48997.4654 -82144.4188 -82208.4392 eV.